[1]
15
Properties=species:S:1:pos:R:3:mulliken_charge:R:1 method="wB97M-V/def2-TZVPD" max_force_ev_per_a=0.528 gap_ev=11.25 lumo_ev=0.9 homo_ev=-10.4 smiles="C[C@@H](O)COC=O"
C 0.085 -0.037 -1.959 -1.55
C -0.181 -0.399 -0.511 0.60
O -0.097 -1.803 -0.389 -0.57
C 0.834 0.290 0.427 -0.50
O 0.233 1.265 1.299 -0.31
C -0.675 0.796 2.150 0.13
O -1.017 -0.358 2.253 -0.48
H 1.124 -0.259 -2.223 0.36
H -0.097 1.032 -2.112 0.39
H -0.572 -0.609 -2.619 0.37
H -1.190 -0.055 -0.242 0.22
H -0.363 -2.014 0.518 0.36
H 1.575 0.866 -0.131 0.31
H 1.352 -0.469 1.023 0.32
H -1.078 1.627 2.746 0.37



[2]
83
Properties=species:S:1:pos:R:3:mulliken_charge:R:1 method="wB97M-V/def2-TZVPD" max_force_ev_per_a=3.984 gap_ev="3.83 / 3.83" lumo_ev="-2.0 / -2.0" homo_ev="-5.8 / -5.8"
P -0.385 1.262 -2.039 -0.32
C -2.038 0.530 -2.304 0.29
C -2.696 1.138 -3.549 -0.60
C -4.120 0.605 -3.737 -0.90
C -4.198 -0.926 -3.742 -0.70
C -3.489 -1.558 -2.535 -0.93
C -2.077 -1.017 -2.301 -0.56
C 1.051 0.393 -2.733 0.24
C 1.069 0.559 -4.253 -0.84
C 2.421 0.082 -4.792 -0.86
C 2.771 -1.347 -4.359 -0.71
C 2.552 -1.619 -2.858 -0.72
C 1.225 -1.088 -2.314 -0.45
C -0.265 3.090 -1.836 0.47
C -1.416 3.578 -0.926 -0.63
C -1.330 5.083 -0.673 -0.97
C 0.055 5.555 -0.203 -0.64
C 1.231 4.956 -0.986 -0.97
C 1.107 3.450 -1.221 -0.62
H -2.560 0.868 -1.380 0.51
H -2.087 0.883 -4.427 0.21
H -2.723 2.235 -3.486 0.33
H -4.531 1.004 -4.666 0.38
H -4.747 0.983 -2.918 0.35
H -5.247 -1.243 -3.763 0.37
H -3.748 -1.310 -4.668 0.33
H -4.090 -1.383 -1.634 0.40
H -3.432 -2.642 -2.672 0.37
H -1.674 -1.403 -1.353 0.22
H -1.426 -1.388 -3.103 0.18
H 1.905 0.941 -2.279 0.36
H 3.198 0.763 -4.423 0.35
H 0.897 1.600 -4.550 0.34
H 0.261 -0.044 -4.688 0.27
H 2.422 0.157 -5.881 0.38
H 3.818 -1.556 -4.615 0.36
H 2.169 -2.055 -4.941 0.32
H 2.613 -2.696 -2.669 0.40
H 3.369 -1.153 -2.294 0.39
H 1.174 -1.183 -1.219 -0.06
H 0.404 -1.688 -2.720 0.18
H -0.357 3.529 -2.850 0.54
H -2.390 3.337 -1.373 0.34
H -1.367 3.034 0.028 0.14
H -1.596 5.611 -1.598 0.38
H -2.080 5.364 0.069 0.39
H 0.171 5.278 0.854 0.30
H 0.103 6.650 -0.253 0.35
H 2.164 5.161 -0.458 0.40
H 1.308 5.455 -1.960 0.39
H 1.921 3.115 -1.876 0.34
H 1.221 2.908 -0.272 0.02
Hf -0.168 -0.473 2.645 0.56
Cl 1.604 0.481 1.516 -0.46
Cl -2.078 0.682 2.104 -0.51
C -0.576 -2.302 1.695 -0.39
H -1.618 -2.408 1.338 0.18
C 0.205 -3.476 1.407 0.69
C 1.638 -3.425 1.425 -0.16
C 2.398 -4.582 1.314 -0.69
C 1.797 -5.835 1.126 -0.46
C 0.399 -5.899 1.014 -0.42
C -0.378 -4.758 1.125 -0.52
H 2.116 -2.445 1.557 0.16
H 3.479 -4.514 1.387 0.36
H -0.065 -6.869 0.853 0.36
H -1.466 -4.826 1.044 0.34
H 2.410 -6.736 1.064 0.36
N 0.962 -1.014 9.742 -0.36
C 1.422 -0.006 8.921 0.30
O 2.149 0.887 9.342 -0.59
C 1.050 -0.105 7.466 0.99
C 0.469 -1.244 6.890 -0.71
C 0.192 -1.297 5.530 -0.15
N 0.466 -0.227 4.718 -0.27
C 1.120 0.864 5.245 -0.01
C 1.373 0.956 6.605 -0.70
H 1.214 -0.947 10.718 0.25
H 0.143 -1.558 9.517 0.20
H 0.227 -2.108 7.509 0.28
H -0.255 -2.181 5.045 0.42
H 1.415 1.645 4.535 0.44
H 1.829 1.862 7.001 0.42



[3]
14
Properties=species:S:1:pos:R:3:mulliken_charge:R:1 method="wB97M-V/def2-TZVPD" max_force_ev_per_a=1.747 gap_ev=9.11 lumo_ev=0.4 homo_ev=-8.8 smiles="S=CN(S)CCS"
C 0.684 1.372 -0.155 -0.49
C 0.293 0.444 0.996 -0.65
C 0.284 -1.788 -0.236 -0.08
H -0.528 0.628 -1.989 0.12
H 1.515 0.899 -0.719 0.30
H 0.938 2.308 0.298 0.37
H 1.221 0.213 1.547 0.30
H -0.434 0.888 1.643 0.37
H -2.372 -0.389 -0.257 0.14
H -0.468 -2.588 -0.430 0.29
N -0.295 -0.824 0.543 -0.05
S -0.680 1.718 -1.274 -0.22
S -1.959 -0.978 0.852 -0.11
S 1.800 -1.901 -0.821 -0.28



[4]
15
Properties=species:S:1:pos:R:3:mulliken_charge:R:1 method="wB97M-V/def2-TZVPD" max_force_ev_per_a=0.980 gap_ev=9.90 lumo_ev=0.9 homo_ev=-9.0 smiles="C=C(C)O.C=C=O"
C 0.039 1.009 1.543 -1.13
C 0.356 -0.336 0.961 0.55
O 1.696 -0.568 0.958 -0.51
C -0.557 -1.191 0.486 -0.99
C -0.765 0.530 -1.997 -0.92
C 0.351 -0.143 -1.827 0.97
O 1.377 -0.711 -1.810 -0.44
H 0.110 0.972 2.634 0.33
H 0.766 1.747 1.186 0.31
H -0.967 1.337 1.269 0.28
H 1.917 -1.165 0.227 0.38
H -0.292 -2.159 0.070 0.33
H -1.608 -0.927 0.476 0.40
H -0.997 0.847 -3.002 0.29
H -1.426 0.757 -1.176 0.15



[5]
80
Properties=species:S:1:pos:R:3:lowdin_spin:R:1 method="wB97M-V/def2-TZVPD" max_force_ev_per_a=3.102 multiplicity=5 gap_ev="8.35 / 8.14" lumo_ev="-0.4 / -0.5" homo_ev="-8.8 / -8.6"
Fe -0.351 -0.597 -0.895 3.76
P -3.699 -2.331 2.894 0.00
F -3.640 -1.474 4.203 0.00
F -4.380 -3.450 3.762 0.00
F -5.176 -1.826 2.448 0.00
F -3.658 -3.321 1.583 0.00
F -3.186 -0.986 2.108 0.00
F -2.286 -2.936 3.400 0.00
Br -0.740 0.240 -3.268 0.07
C 1.130 5.321 2.496 0.00
C 0.509 4.655 3.678 0.00
C -0.260 3.535 2.939 0.00
O 0.519 3.332 1.781 0.00
C 1.702 4.082 1.780 0.00
H 1.902 6.067 2.688 0.00
H 0.340 5.778 1.900 0.00
H -0.134 5.355 4.211 0.00
H 1.278 4.313 4.370 0.00
H -1.318 3.783 2.846 0.00
H -0.261 2.661 3.590 0.00
H 2.202 4.189 0.818 0.00
H 2.493 3.724 2.440 0.00
C -3.833 1.951 3.968 0.00
O -3.047 1.566 2.860 0.00
H -3.818 3.039 4.037 0.00
H -4.816 1.485 3.898 0.00
H -3.348 1.472 4.818 0.00
H -2.919 0.616 2.908 0.00
C 2.445 -2.772 -5.076 0.00
O 2.742 -1.424 -5.446 0.00
H 2.518 -2.814 -3.989 0.00
H 1.452 -2.930 -5.496 0.00
H 3.171 -3.405 -5.587 0.00
H 3.344 -1.126 -4.761 0.00
C 2.301 0.685 -0.417 0.00
O 1.715 -0.517 -0.976 0.03
H 3.345 0.665 -0.728 0.00
H 1.801 1.620 -0.668 0.00
H 2.325 0.650 0.672 0.00
H 2.431 -1.107 -1.221 0.00
C -3.508 -1.131 -1.153 0.00
O -2.322 -1.223 -0.370 0.03
H -3.356 -0.374 -1.922 0.00
H -3.869 -2.013 -1.681 0.00
H -4.311 -0.625 -0.616 0.00
H -2.740 -1.495 0.450 0.00
C -1.848 2.204 -0.178 0.00
O -0.788 1.294 0.161 0.03
H -1.667 2.677 -1.142 0.00
H -2.793 1.785 -0.525 0.00
H -2.155 2.967 0.537 0.00
H -0.277 1.876 0.727 0.00
C 4.499 -2.054 0.074 0.00
O 3.686 -2.201 -1.078 0.00
H 5.453 -2.543 -0.125 0.00
H 4.672 -0.998 0.281 0.00
H 4.085 -2.518 0.969 0.00
H 4.197 -2.179 -1.890 0.00
C 1.706 2.407 -5.213 0.00
O 0.361 2.585 -5.633 0.00
H 1.807 1.499 -4.619 0.00
H 2.484 2.457 -5.975 0.00
H 2.006 3.193 -4.520 0.00
H 0.368 3.387 -6.160 0.00
C -0.284 -3.603 -2.724 0.00
O -0.003 -2.918 -1.489 0.02
C 0.060 -3.873 -0.397 0.00
C 0.646 -3.168 0.791 0.00
O 0.141 -1.811 0.911 0.03
C 0.514 -1.287 2.180 0.00
H -1.073 -4.351 -2.802 0.00
H 0.665 -4.031 -3.044 0.00
H -0.563 -2.806 -3.413 0.00
H 0.618 -4.764 -0.685 0.00
H -0.960 -4.188 -0.178 0.00
H 1.730 -3.155 0.682 0.00
H 0.292 -3.536 1.754 0.00
H 0.354 -0.227 1.983 0.00
H 1.547 -1.440 2.495 0.00
H -0.172 -1.587 2.972 0.00



[6]
66
Properties=species:S:1:pos:R:3:lowdin_spin:R:1 method="wB97M-V/def2-TZVPD" max_force_ev_per_a=0.345 multiplicity=2 gap_ev="8.33 / 8.75" lumo_ev="-2.5 / -2.6" homo_ev="-10.8 / -11.3" charge=+1
Pd -1.262 -1.718 0.549 0.78
C -0.951 -0.495 5.703 0.00
C -1.059 -1.777 4.972 0.00
N -1.122 -2.952 5.502 0.00
N -1.218 -3.809 4.441 0.00
C -1.220 -3.202 3.254 0.02
S -1.334 -3.866 1.716 0.07
N -1.110 -1.883 3.590 0.00
N -1.085 -0.864 2.636 0.03
H -0.974 -0.705 6.769 0.00
H -1.778 0.172 5.454 0.00
H -0.019 0.014 5.456 0.00
H -1.288 -4.801 4.596 0.00
H -0.223 -0.323 2.723 0.00
H -1.870 -0.237 2.790 0.00
C -1.795 -4.584 -1.783 0.00
C -1.854 -3.177 -2.253 0.00
N -1.590 -2.101 -1.540 0.04
C -1.794 -1.015 -2.358 0.01
C -2.198 -1.448 -3.593 0.00
N -2.222 -2.809 -3.498 0.00
C -2.551 -0.845 -4.914 0.00
O -2.569 0.468 -5.005 0.00
O -2.841 -1.584 -5.818 0.00
C -1.547 0.365 -1.905 0.00
O -1.846 1.329 -2.578 0.00
O -0.975 0.466 -0.707 0.04
H -0.984 -4.699 -1.067 0.00
H -1.627 -5.263 -2.616 0.00
H -2.729 -4.862 -1.293 0.00
H -2.467 -3.401 -4.281 0.00
H -2.331 0.896 -4.146 0.00
C 0.817 4.975 -3.438 0.00
C 0.975 3.686 -3.930 0.00
C 0.949 2.609 -3.058 0.00
C 0.758 2.814 -1.690 0.00
C 0.606 4.111 -1.206 0.00
C 0.636 5.189 -2.081 0.00
Ge 0.713 1.312 -0.499 0.00
C 2.072 -0.001 -0.874 0.00
C 3.187 0.408 -1.610 0.00
C 4.226 -0.479 -1.862 0.00
C 4.158 -1.779 -1.383 0.00
C 3.056 -2.193 -0.645 0.00
C 2.022 -1.307 -0.388 0.00
C 0.544 1.754 1.377 0.00
C 1.585 1.469 2.260 0.00
C 1.492 1.836 3.599 0.00
C 0.357 2.488 4.062 0.00
C -0.695 2.758 3.194 0.00
C -0.603 2.390 1.858 0.00
H 0.838 5.817 -4.117 0.00
H 1.115 3.521 -4.990 0.00
H 1.073 1.606 -3.452 0.00
H 0.467 4.289 -0.146 0.00
H 0.519 6.196 -1.702 0.00
H 3.250 1.420 -1.989 0.00
H 5.085 -0.154 -2.433 0.00
H 4.966 -2.470 -1.582 0.00
H 3.005 -3.206 -0.268 0.00
H 1.167 -1.650 0.189 0.00
H 2.482 0.975 1.902 0.00
H 2.316 1.632 4.272 0.00
H 0.294 2.796 5.098 0.00
H -1.577 3.275 3.552 0.00
H -1.421 2.618 1.183 0.00



[7]
39
Properties=species:S:1:pos:R:3:mulliken_charge:R:1 method="wB97M-V/def2-TZVPD" max_force_ev_per_a=12.151 gap_ev=9.15 lumo_ev=0.3 homo_ev=-8.8 smiles=NCNC[C@H](N)CS.O.O.O.O.O.O
C -0.633 1.549 1.702 -1.15
N -0.588 0.237 2.508 -0.25
C -1.585 -0.702 2.284 -0.67
N -1.823 -1.341 0.926 -0.42
C -0.198 1.431 0.167 0.37
C 0.181 2.853 -0.317 -0.68
S -0.834 4.171 0.144 -0.23
N 0.923 0.498 0.164 -0.18
H -1.621 2.134 1.643 0.48
H 0.077 2.294 2.262 0.22
H 0.350 -0.080 2.173 0.35
H -2.422 -0.234 2.688 0.40
H -1.218 -1.584 2.836 0.34
H -2.728 -1.709 0.825 0.23
H -1.658 -0.653 0.271 0.19
H -0.915 0.912 -0.546 0.23
H 1.160 3.369 0.032 0.28
H 0.297 2.660 -1.429 0.19
H -2.094 3.865 0.117 0.02
H 1.449 0.568 1.022 0.24
H 1.461 0.462 -0.729 0.20
H -0.436 1.477 -3.146 0.23
H 0.636 0.411 -2.870 0.34
O -0.249 0.703 -2.953 -0.53
H -0.524 -2.879 0.405 0.42
H 0.524 -2.203 -0.144 0.23
O 0.322 -3.165 -0.061 -0.73
H 3.434 -3.118 -0.405 0.36
H 2.113 -2.953 -1.229 0.26
O 3.081 -3.035 -1.244 -0.72
H 2.185 -2.170 1.195 0.38
H 2.605 -3.231 2.222 0.30
O 2.913 -2.624 1.586 -0.66
H 1.371 -1.456 -2.498 0.27
H 2.744 -1.307 -1.896 0.43
O 1.990 -0.836 -2.420 -0.73
H -3.757 2.578 -1.406 0.27
H -3.253 1.267 -2.351 0.32
O -3.279 1.843 -1.526 -0.57



[8]
84
Properties=species:S:1:pos:R:3:lowdin_spin:R:1 method="wB97M-V/def2-TZVPD" max_force_ev_per_a=2.936 multiplicity=5 gap_ev="6.06 / 2.34" lumo_ev="-2.9 / -6.6" homo_ev="-9.0 / -9.0" charge=+1
Ir 0.921 1.333 -0.140 1.26
C 1.245 0.984 2.533 0.23
C 2.294 1.502 1.701 0.14
C 0.363 2.766 1.323 0.16
C 0.065 1.703 2.261 0.22
C 1.812 2.708 1.044 0.14
C 1.383 -0.100 3.527 0.04
H 2.240 -0.747 3.315 0.00
H 0.492 -0.761 3.593 0.00
H 1.529 0.314 4.532 0.02
C -1.236 1.467 2.924 0.03
H -1.467 0.391 2.960 0.01
H -2.061 1.981 2.418 0.00
H -1.201 1.801 3.970 0.02
C -0.613 3.803 0.890 0.04
H -0.979 4.348 1.770 0.01
H -1.485 3.357 0.393 0.01
H -0.119 4.467 0.184 0.00
C 2.594 3.547 0.106 0.07
H 3.194 4.261 0.672 0.01
H 1.909 4.057 -0.577 0.01
H 3.252 2.921 -0.513 0.01
C 3.692 0.977 1.752 0.02
H 4.196 1.273 2.685 0.01
H 4.257 1.382 0.913 0.00
H 3.737 -0.123 1.701 0.00
C -0.926 -1.481 0.407 0.04
C 0.265 -2.074 0.594 0.06
C 1.408 -2.275 -0.370 0.02
C 1.421 -1.474 -1.686 0.05
C 1.203 0.023 -1.757 0.20
C -0.073 0.662 -1.749 0.31
C -1.410 0.020 -1.774 0.04
C -1.685 -1.199 -0.855 0.01
H 1.371 -3.361 -0.593 0.00
H 0.754 -2.042 -2.353 0.02
H 2.423 -2.132 0.058 0.00
H -1.604 -2.099 -1.482 0.00
H -1.336 -0.998 1.318 0.00
H 0.567 -2.229 1.625 0.00
H -2.746 -1.116 -0.573 0.00
H -2.210 0.766 -1.670 0.00
H -0.115 1.806 -1.924 0.07
H -1.525 -0.277 -2.837 0.01
H 2.418 -1.603 -2.154 0.00
H 1.997 0.502 -2.343 0.03
P -0.246 -1.413 -4.221 0.09
P 0.196 1.820 -4.069 0.36
C -0.046 -0.438 -5.754 0.01
C -0.538 0.985 -5.573 0.04
H -0.653 -0.935 -6.531 0.00
H 1.027 -0.477 -6.033 0.00
H -0.223 1.609 -6.417 0.01
H -1.637 1.003 -5.468 0.00
C -0.844 3.270 -4.370 0.05
H -0.512 4.118 -3.766 0.00
H -1.884 2.999 -4.151 0.00
H -0.748 3.503 -5.438 0.01
C 1.884 2.224 -4.586 0.06
H 1.841 2.547 -5.633 0.01
H 2.540 1.352 -4.485 0.00
H 2.242 3.050 -3.955 0.00
C -2.032 -1.846 -4.245 0.01
H -2.307 -2.407 -3.333 0.00
H -2.202 -2.473 -5.125 0.00
H -2.678 -0.950 -4.316 0.00
C 0.608 -2.926 -4.744 0.01
H 1.600 -2.639 -5.125 0.00
H 0.013 -3.371 -5.550 0.00
H 0.703 -3.612 -3.889 0.00
Cl -1.640 -2.542 10.080 0.00
C -1.764 -2.489 8.364 0.00
C -2.361 -3.560 7.668 0.00
C -2.370 -3.530 6.264 0.00
C -1.938 -2.395 5.550 0.00
C -1.446 -1.296 6.278 0.00
C -1.292 -1.362 7.671 0.00
C -1.990 -2.377 4.037 0.00
O -2.938 -3.039 3.566 0.00
O -1.094 -1.713 3.454 0.01
H -2.769 -4.370 8.273 0.00
H -2.727 -4.410 5.732 0.00
H -1.158 -0.373 5.760 0.00
H -0.830 -0.568 8.260 0.00



[9]
12
Properties=species:S:1:pos:R:3:mulliken_charge:R:1 method="wB97M-V/def2-TZVPD" max_force_ev_per_a=4.848 gap_ev=10.24 lumo_ev=-6.3 homo_ev=-16.5 charge=+1
C 1.733 0.009 0.031 0.64
C -0.750 1.524 0.047 -0.40
C -0.468 -1.370 0.005 -0.61
N 0.396 -0.219 -0.161 0.10
O 2.590 0.345 0.743 -0.31
O 1.316 -0.217 -1.244 -0.29
H -0.973 1.203 1.055 0.35
H -0.082 2.363 -0.011 0.31
H -1.520 1.434 -0.753 0.30
H -0.713 -1.654 -0.982 0.36
H -0.183 -2.353 0.594 0.32
H -1.346 -1.066 0.676 0.22



[10]
29
Properties=species:S:1:pos:R:3:mulliken_charge:R:1 method="wB97M-V/def2-TZVPD" max_force_ev_per_a=3.494 gap_ev=6.11 lumo_ev=2.5 homo_ev=-3.6 charge=-1
O 0.610 -0.692 1.020 -0.32
H 0.207 -0.871 0.151 0.46
H 0.969 0.229 1.039 0.45
H -0.098 -0.804 1.719 0.40
C 2.516 3.316 1.821 0.65
F 3.254 2.251 1.978 -0.24
F 2.523 3.967 2.986 -0.25
F 3.045 4.171 0.927 -0.24
S 0.785 2.846 1.203 1.11
O 0.998 1.705 0.302 -0.78
O 0.037 2.531 2.383 -0.62
O 0.260 4.047 0.534 -0.68
C -1.730 -1.853 3.445 -0.64
O -1.066 -0.692 3.065 -0.81
H -1.146 -2.459 4.148 0.22
H -2.778 -1.677 3.717 0.21
H -1.847 -2.530 2.582 0.12
C 0.641 -1.364 -3.326 -1.36
C -0.378 -0.762 -2.367 0.72
C -1.807 -0.674 -2.817 -1.34
O -0.341 -1.666 -1.236 -0.70
H 1.594 -1.659 -2.887 0.37
H 0.995 -0.840 -4.216 0.34
H 0.185 -2.290 -3.686 0.30
H -0.028 0.195 -1.977 0.28
H -1.847 -0.369 -3.865 0.37
H -2.466 0.035 -2.315 0.33
H -2.360 -1.613 -2.755 0.28
H -0.728 -2.478 -1.574 0.35



[11]
53
Properties=species:S:1:pos:R:3:mulliken_charge:R:1 method="wB97M-V/def2-TZVPD" max_force_ev_per_a=1.155 gap_ev=7.21 lumo_ev=2.5 homo_ev=-4.7 charge=-1
Sr -1.751 -1.167 -0.309 2.07
N -1.568 -5.361 -2.317 -0.51
C -1.732 -4.389 -1.345 0.55
S -3.148 -3.384 -1.545 -0.61
N -0.812 -4.402 -0.425 -1.06
N -0.834 -3.340 0.476 0.35
C -0.412 -3.633 1.649 -0.74
C -0.244 -2.724 2.779 0.88
C 0.139 -3.315 3.991 -0.72
C 0.328 -2.580 5.143 -0.69
C 0.138 -1.198 5.088 -0.47
C -0.229 -0.578 3.914 -0.46
C -0.438 -1.311 2.723 0.04
O -0.784 -0.705 1.630 -0.75
H -2.412 -5.634 -2.789 0.21
H -0.938 -6.103 -2.054 0.26
H -0.142 -4.675 1.839 0.27
H 0.285 -4.390 4.012 0.29
H 0.620 -3.065 6.065 0.37
H 0.283 -0.597 5.979 0.38
H -0.364 0.495 3.861 0.40
N -2.327 1.532 -0.328 -0.47
C -0.953 2.032 -0.143 2.45
C -0.692 3.258 -1.033 -1.42
C 0.567 4.082 -0.779 -0.62
C 1.931 3.363 -0.832 -1.06
N 1.994 2.116 -1.566 -0.10
C 2.217 0.920 -0.954 0.26
N 2.130 0.805 0.332 -0.52
N 2.585 -0.105 -1.801 -0.56
C -0.759 2.393 1.324 -0.04
O 0.465 2.284 1.797 -0.50
O -1.669 2.856 1.975 -0.74
H -2.650 1.790 -1.255 0.27
H -2.907 2.020 0.351 0.29
H -0.243 1.259 -0.428 -0.72
H -1.551 3.928 -0.922 0.41
H -0.695 2.896 -2.066 0.29
H 0.491 4.566 0.198 0.30
H 0.560 4.890 -1.516 0.52
H 2.268 3.137 0.176 0.53
H 2.666 4.051 -1.260 0.39
H 1.822 2.114 -2.561 0.21
H 1.067 1.749 1.181 0.29
H 2.385 -0.125 0.645 0.18
H 2.359 0.044 -2.777 0.23
H 2.282 -1.015 -1.487 0.28
B 0.298 1.152 -4.519 0.19
C -0.322 0.281 -3.346 -0.22
N -0.685 -0.304 -2.417 -0.67
H 1.465 0.807 -4.632 -0.17
H 0.231 2.319 -4.177 -0.14
H -0.314 0.959 -5.541 -0.17